The following is a quantum chemistry calculation of C12H24BN3O4 in the gas phase in a non-equilibrium geometry, from OMol25.

The geometry in XYZ format:
```
44
Properties=species:S:1:pos:R:3:forces:R:3
N 2.0170 -1.8041 0.5113 0.144 -0.219 -0.402
C 0.5945 -1.4962 0.7090 1.929 0.979 0.299
C -0.1540 -2.7365 1.0943 -2.092 0.852 -0.022
O -1.2672 -2.6100 1.5741 1.004 -1.325 -0.272
O 0.4559 -3.9064 0.7719 -0.599 0.066 0.504
C 0.5141 -0.4221 1.8427 -0.655 0.804 -0.469
N -0.1029 0.8103 1.2875 0.247 0.453 -0.469
C 0.5905 2.1332 1.2904 0.227 -1.329 0.421
C 1.8440 2.1901 0.3663 -0.313 0.379 0.604
C 2.8996 2.9181 1.1937 0.616 0.443 0.426
N 2.5785 2.6842 2.6073 -0.571 -0.352 0.260
C 1.1159 2.5038 2.7068 -0.384 0.491 0.385
C -0.6470 0.4872 -0.0389 -0.200 -0.426 0.408
C 0.0835 -0.7722 -0.5753 -1.126 -0.466 -0.269
C -0.7961 -1.6762 -1.4913 0.754 -0.471 0.738
C -0.9566 -1.2455 -2.9449 1.378 -0.087 -0.836
C -1.7548 0.0359 -3.0760 -1.608 -0.730 -0.045
B -3.1053 -0.3886 -2.3345 -0.322 0.266 0.445
O -3.6356 0.4798 -1.4143 -0.352 0.284 -0.208
O -3.6807 -1.6504 -2.5425 0.064 0.777 -0.095
H 2.0312 -2.6959 0.0388 0.416 -0.092 -0.493
H 2.4559 -2.0201 1.3920 0.099 0.117 0.438
H -0.1115 -4.6525 1.0415 0.023 0.408 -0.074
H -0.1318 -0.7939 2.6399 0.198 0.006 0.092
H 1.5111 -0.2031 2.2213 0.110 -0.086 0.084
H -0.1914 2.8383 0.9594 0.480 -0.167 0.162
H 2.1901 1.1914 0.0921 -0.108 -0.031 0.175
H 1.5861 2.7167 -0.5457 0.216 0.117 -0.222
H 2.9206 4.0004 1.0391 -0.071 0.065 -0.590
H 3.8975 2.5235 0.9924 0.034 0.135 -0.115
H 2.9325 3.4060 3.2539 -0.323 -0.589 -0.794
H 0.5955 3.4255 3.0947 0.389 -0.747 -0.370
H 0.8877 1.6824 3.4021 -0.029 0.311 -0.114
H -0.5764 1.3240 -0.7377 0.107 0.014 0.191
H -1.7145 0.3000 0.1189 0.084 -0.274 -0.436
H 0.9806 -0.5274 -1.1461 0.055 0.231 0.219
H -0.3650 -2.6944 -1.4831 0.019 0.310 -0.106
H -1.7581 -1.8061 -0.9810 -0.015 0.098 -0.250
H -1.4505 -2.0494 -3.4970 -0.198 0.099 0.186
H 0.0223 -1.1693 -3.4705 -0.239 0.043 0.620
H -1.2656 0.9535 -2.7710 0.017 -0.088 0.644
H -2.0654 0.2749 -4.0904 0.171 -0.357 -0.539
H -4.5347 0.2937 -1.1283 0.043 -0.106 0.154
H -4.4395 -1.8526 -1.9732 0.380 0.190 -0.263
```
Forces are in eV/Å.

The highest occupied orbital energy comes out at -7.77 eV. The gap between HOMO and LUMO comes out at 8.1384 eV. For the largest force on an atom, the calculation gives 2.26 eV/Å. The SMILES is N[C@@]1(C(=O)O)CN([C@@H]2CCNC2)C[C@@H]1CCCB(O)O.

The following is a quantum chemistry calculation of 2 unconnected molecules or ions with the total composition CH3Br3SSi in a non-equilibrium geometry, from OMol25.

The geometry in XYZ format:
```
9
Properties=species:S:1:pos:R:3:forces:R:3
C 0.3561 0.4530 0.3683 0.882 -1.678 -1.974
Si -1.0800 -0.7529 -0.4162 1.984 0.968 2.005
S 1.9568 -0.5188 0.0893 -0.102 1.030 -0.908
Br -0.4508 -1.9322 -2.1436 -0.636 0.218 -0.090
Br -2.6536 3.0381 0.4513 0.360 -0.971 -0.275
Br -1.3303 -2.0319 1.3966 -0.567 0.030 -0.734
H 0.3849 1.4365 -0.1003 -0.205 -0.021 0.643
H 0.2517 0.2850 1.4372 -0.474 0.827 -0.059
H 2.5652 0.0231 -1.0824 -1.241 -0.404 1.392
```
Forces are in eV/Å.

The highest occupied orbital energy (alpha / beta) comes out at -8.27 / -8.26 eV. The gap between HOMO and LUMO (alpha / beta) comes out at 4.1995 / 4.1922 eV. For the largest force on an atom, the calculation gives 2.98 eV/Å.

The following is a quantum chemistry calculation of 2 unconnected molecules or ions with the total composition C10H26N2O2 in a non-equilibrium geometry, from OMol25.

The geometry in XYZ format:
```
40
Properties=species:S:1:pos:R:3:forces:R:3
C 3.5834 -0.3475 0.2473 0.975 0.275 0.085
C 1.8429 -1.8777 0.8865 -0.307 -0.669 0.555
C 1.9490 -1.0501 -1.3854 -0.158 -0.131 -0.999
C -3.6083 0.3603 0.1402 -0.945 -0.250 -0.023
C -1.8503 1.2463 -1.2559 0.238 0.307 -0.970
C -1.8742 1.7161 1.1189 0.285 0.604 0.667
C 1.7551 2.7571 0.0251 0.398 0.625 0.126
C -1.7710 -2.7505 -0.4098 -0.375 -0.656 0.100
C 1.3130 0.4365 0.4125 -0.782 0.484 0.060
C -1.3675 -0.5095 0.3299 0.846 -0.582 -0.148
N 2.1605 -0.7157 0.0392 -0.024 0.302 -0.148
N -2.1643 0.7072 0.0857 -0.025 -0.285 -0.175
O 1.3616 1.4619 -0.4440 0.007 -0.992 0.031
O -1.3987 -1.3951 -0.6724 0.012 1.037 0.139
H 3.8470 0.4994 -0.3826 -0.152 -0.013 -0.035
H 3.7639 -0.0916 1.2900 -0.170 -0.034 0.026
H 4.2229 -1.1876 -0.0185 -0.121 -0.065 -0.043
H 0.8312 -2.2175 0.6878 -0.023 0.099 -0.104
H 2.5339 -2.6904 0.6712 0.049 0.116 -0.102
H 1.9316 -1.6206 1.9405 0.063 0.145 -0.038
H 0.9061 -1.3064 -1.5535 -0.035 0.006 0.156
H 2.2031 -0.1935 -2.0068 0.038 -0.030 0.146
H 2.5790 -1.8902 -1.6669 0.067 -0.021 0.168
H -3.8671 -0.0443 1.1169 0.163 0.016 0.041
H -4.2059 1.2525 -0.0365 0.118 0.087 -0.008
H -3.8467 -0.3707 -0.6300 0.168 0.022 -0.011
H -0.7950 1.4995 -1.3152 -0.005 -0.037 0.153
H -2.0748 0.5001 -2.0151 -0.047 -0.008 0.145
H -2.4474 2.1350 -1.4490 -0.076 -0.033 0.183
H -2.1776 1.3618 2.1030 -0.030 -0.146 -0.091
H -0.8099 1.9354 1.1316 -0.022 -0.066 -0.110
H -2.4182 2.6331 0.8999 -0.070 -0.109 -0.101
H 2.8035 2.9181 -0.2398 -0.131 -0.009 0.072
H 1.6371 2.8514 1.1054 -0.069 -0.061 -0.014
H 1.1473 3.4978 -0.4906 -0.016 -0.084 0.039
H -2.8594 -2.8424 -0.4413 0.101 0.026 0.019
H -1.4143 -3.0916 0.5628 0.080 0.065 0.005
H -1.3432 -3.3564 -1.2062 0.009 0.070 0.090
H 1.3474 0.6556 1.4759 0.093 -0.045 0.039
H -1.4255 -0.8758 1.3494 -0.128 0.037 0.074
```
Forces are in eV/Å.

The highest occupied orbital energy (alpha / beta) comes out at -15.62 / -15.68 eV. The total charge is +2. The gap between HOMO and LUMO (alpha / beta) comes out at 8.6545 / 8.7731 eV. For the largest force on an atom, the calculation gives 1.05 eV/Å.

The following is a quantum chemistry calculation of a molecular structure, C34H49Ge2N4O2V, from OMol25.

The geometry in XYZ format:
```
92
Properties=species:S:1:pos:R:3:forces:R:3
V -0.9540 0.9524 -2.2966 -0.012 0.011 -0.054
O -0.5100 -0.8634 -2.9588 0.027 -0.016 -0.014
C 0.2793 -1.2619 -3.9280 0.015 -0.022 0.030
C 0.3171 -2.6315 -4.2571 -0.014 -0.029 -0.005
C 1.1471 -3.1170 -5.2413 0.003 0.026 0.008
C 1.9992 -2.2609 -5.9466 -0.007 -0.006 0.003
C 1.9906 -0.9239 -5.6344 0.018 -0.002 -0.016
C 1.1452 -0.3950 -4.6423 0.007 0.006 -0.004
C 1.2721 1.0137 -4.3611 -0.015 0.022 0.010
N 0.5481 1.6925 -3.5454 0.082 -0.026 -0.034
C 0.8717 3.0991 -3.3132 -0.020 0.044 -0.051
C 0.7448 3.3636 -1.8165 -0.013 -0.015 0.070
N -0.5527 2.8359 -1.4096 0.012 0.030 0.020
C -1.3939 3.5717 -0.7927 -0.030 0.028 -0.011
C -2.7766 3.1788 -0.5782 0.087 -0.006 0.019
C -3.4986 3.7709 0.4671 -0.027 0.011 0.012
C -4.8300 3.4894 0.6785 0.023 0.017 0.001
C -5.4793 2.6347 -0.2180 0.028 -0.004 -0.023
C -4.8051 2.0688 -1.2790 -0.025 -0.003 0.014
C -3.4241 2.3014 -1.4967 -0.108 -0.027 -0.064
O -2.8197 1.7188 -2.4889 -0.016 0.062 0.023
H -0.3403 -3.2965 -3.7095 -0.004 0.002 0.000
H 1.1396 -4.1756 -5.4696 0.002 -0.001 -0.001
H 2.6517 -2.6447 -6.7177 0.001 0.002 0.000
H 2.6509 -0.2442 -6.1616 -0.001 0.000 0.002
H 2.0821 1.5248 -4.8888 -0.001 -0.004 -0.005
H 0.1428 3.7159 -3.8454 0.010 -0.003 -0.002
H 1.8731 3.3534 -3.6708 0.001 -0.010 -0.007
H 0.8486 4.4295 -1.5939 -0.015 -0.002 0.011
H 1.5286 2.8158 -1.2868 0.010 -0.005 0.004
H -1.0943 4.5634 -0.4391 0.007 -0.007 0.005
H -2.9830 4.4666 1.1211 -0.001 -0.003 0.003
H -5.3690 3.9460 1.4964 0.000 -0.001 -0.001
H -6.5364 2.4316 -0.0933 0.002 0.000 0.002
H -5.3250 1.4506 -2.0019 0.007 -0.006 0.001
C 1.0183 -3.9686 -0.7104 0.002 0.012 0.006
C 0.2303 -2.7363 -0.2566 -0.023 0.001 -0.034
Ge 1.4621 -1.2504 0.2055 -0.060 0.055 -0.024
C 2.6588 -0.8816 -1.3075 0.007 -0.021 -0.040
C 4.1132 -1.2350 -0.9923 -0.013 -0.001 0.004
C 2.3477 -1.6575 1.9032 0.006 -0.062 0.043
C 1.9209 -0.7558 2.8100 -0.005 0.024 0.037
Ge 0.7938 0.5107 1.7841 0.138 0.030 -0.033
C 1.5938 2.2959 1.6243 -0.013 0.002 -0.008
C 1.8975 2.9455 2.9759 -0.015 -0.021 0.003
C -1.0505 0.6575 2.4721 -0.037 -0.029 0.013
C -1.5816 -0.7127 2.8916 0.081 -0.038 -0.018
C 2.2590 -0.7207 4.2478 0.000 -0.005 -0.001
C 1.5146 0.0811 5.1117 -0.025 0.010 -0.013
C 1.7867 0.1224 6.4711 0.009 -0.009 0.004
C 2.8235 -0.6378 6.9894 -0.004 0.000 -0.005
C 3.5826 -1.4343 6.1403 0.000 0.002 0.006
C 3.3035 -1.4760 4.7852 0.014 0.003 0.002
H 0.3666 -4.8055 -0.9717 -0.005 0.004 0.001
H 1.6966 -4.3135 0.0717 0.007 -0.002 -0.004
H 1.6142 -3.7379 -1.5947 0.005 -0.003 0.000
H -0.3491 -2.9706 0.6466 0.011 -0.009 0.010
H -0.4306 -2.3967 -1.0612 0.016 -0.018 0.026
H 2.5659 0.1754 -1.5689 -0.006 0.000 -0.011
H 2.3025 -1.4461 -2.1721 0.000 0.023 0.008
H 4.4836 -0.6812 -0.1278 -0.001 0.001 0.000
H 4.7653 -1.0102 -1.8377 0.001 0.003 -0.002
H 4.2228 -2.2976 -0.7668 0.007 0.002 0.001
H 3.0281 -2.4694 2.1532 -0.001 -0.007 0.012
H 0.9038 2.9158 1.0482 -0.005 0.023 -0.027
H 2.5083 2.1993 1.0343 -0.001 0.005 0.000
H 0.9932 3.0625 3.5776 0.005 0.003 0.001
H 2.3319 3.9381 2.8470 -0.001 0.000 -0.002
H 2.6013 2.3479 3.5561 0.002 0.004 0.001
H -1.6758 1.1268 1.7108 -0.024 0.023 -0.031
H -1.0620 1.3440 3.3213 -0.011 -0.013 0.001
H -1.2508 -1.4920 2.1871 -0.015 0.039 0.019
H -2.6725 -0.7350 2.9996 -0.009 0.022 0.033
H -1.1539 -1.0240 3.8454 -0.041 0.006 0.029
H 0.7097 0.6882 4.7100 0.016 -0.008 0.016
H 1.1946 0.7520 7.1226 0.001 0.000 0.001
H 3.0462 -0.6059 8.0475 0.000 0.001 0.001
H 4.4003 -2.0208 6.5384 0.001 0.000 -0.001
H 3.9127 -2.0917 4.1360 -0.001 0.001 -0.008
N -3.1869 -2.6215 0.6036 -0.023 0.042 0.007
C -3.9530 -1.8193 -0.4234 -0.013 0.006 0.002
C -2.9869 -1.0909 -1.3365 0.030 0.022 -0.032
N -2.0780 -0.1634 -0.6656 -0.056 -0.234 0.086
H -3.7856 -3.2785 1.1032 0.001 -0.012 -0.007
H -2.7576 -1.9973 1.2988 0.015 -0.038 -0.013
H -2.4190 -3.1392 0.1631 0.012 -0.010 -0.013
H -4.5957 -1.1348 0.1300 0.003 0.000 -0.001
H -4.5696 -2.5192 -0.9842 -0.007 0.003 0.001
H -3.5723 -0.5181 -2.0574 -0.008 0.012 -0.008
H -2.3835 -1.7968 -1.9117 -0.027 0.020 -0.004
H -1.3887 -0.6205 -0.0742 -0.005 0.019 0.008
H -2.5909 0.5270 -0.1238 0.035 0.058 0.013
```
Forces are in eV/Å.

Its expectation value of S² is 3.76. As for the multiplicity: 4. The highest occupied orbital energy (alpha / beta) comes out at -8.93 / -10.19 eV. The total charge is +1. The gap between HOMO and LUMO (alpha / beta) comes out at 6.0559 / 7.3144 eV. For the largest force on an atom, the calculation gives 0.26 eV/Å.